# 1
Molecular formula: C7H8N4
Method: DFT, ωB97M-V/def2-TZVPD

Values from the calculation:
HOMO energy: -8.081 eV
DFT total energy: -490.3526 a.u.
Kohn-Sham gap: 7.212 eV
Energy above the lowest of the compared OMol25 structures with the same formula, charge and spin: 138.4 kcal/mol

ORCA input file:
```
! wB97M-V def2-TZVPD RIJCOSX def2/J DEFGRID3
* xyz 0 1
C -2.507 0.062 -0.819
C -2.577 1.139 0.162
C -1.353 -0.516 -1.082
C -1.434 1.452 0.808
C 0.916 -0.988 -0.605
C -0.116 -0.133 -0.470
C -0.170 1.014 0.400
N 0.829 1.631 0.929
N 3.115 -0.508 -0.919
N 2.258 -0.878 -0.194
N 2.597 -1.492 0.907
H -3.341 -0.262 -1.354
H -3.580 1.689 0.443
H -1.306 -1.236 -1.963
H -1.403 2.256 1.498
H 0.703 -1.805 -1.228
H 1.709 1.548 0.595
H 2.031 -1.642 1.756
H 3.628 -1.332 1.138
*
```


# 2
Molecular formula: C7H8N4
Method: DFT, ωB97M-V/def2-TZVPD

Values from the calculation:
HOMO energy: -10.297 eV
DFT total energy: -490.4390 a.u.
Kohn-Sham gap: 9.456 eV
Structure (SMILES): CC1(C)C=NN=C1C#N.C#N
Energy above the lowest of the compared OMol25 structures with the same formula, charge and spin: 84.2 kcal/mol

ORCA input file:
```
! wB97M-V def2-TZVPD RIJCOSX def2/J DEFGRID3
* xyz 0 1
C -1.092 -1.577 -0.436
C -3.304 1.012 0.686
C 0.680 1.554 -0.229
C -0.622 -0.270 -0.447
C 0.829 0.085 -0.059
C 1.028 -0.405 1.371
C 1.724 -0.588 -1.110
N -1.559 -2.627 -0.438
N -3.120 0.372 1.616
N -0.452 1.885 -0.735
N -1.229 0.780 -0.930
H -3.585 1.672 -0.217
H 1.444 2.326 0.049
H 0.225 0.014 1.918
H 2.070 -0.229 1.730
H 1.077 -1.577 1.322
H 2.379 0.151 -1.692
H 1.182 -1.194 -1.805
H 2.325 -1.384 -0.592
*
```


# 3
Molecular formula: C7H8N4O3
Method: DFT, ωB97M-V/def2-TZVPD

Values from the calculation:
HOMO energy (spin up / spin down): -7.836 / -8.785 eV
DFT total energy: -716.0027 a.u.
Kohn-Sham gap (spin up / spin down): 6.095 / 7.760 eV
Energy above the lowest of the compared OMol25 structures with the same formula, charge and spin: 162.4 kcal/mol

ORCA input file:
```
! wB97M-V def2-TZVPD RIJCOSX def2/J DEFGRID3
* xyz 0 1
C -2.703 0.903 1.038
C -3.178 -0.515 -0.908
C -1.636 1.268 0.269
C 2.925 0.432 -0.281
C -3.831 0.327 0.197
C -1.532 0.928 -1.084
C 5.033 -0.417 0.058
N -2.099 -0.212 -1.505
N -0.462 1.878 0.771
N 0.634 1.737 0.248
N 0.885 1.255 -0.896
O 2.578 0.107 0.823
O 4.121 0.296 -0.791
O 2.158 0.863 -1.210
H -2.797 0.947 2.046
H -3.737 -1.571 -1.076
H -4.335 -0.435 0.809
H -4.426 0.975 -0.465
H -0.766 1.477 -1.670
H 6.067 -0.008 0.029
H 5.251 -1.354 -0.350
H 4.655 -0.509 1.039
*
```


# 4
Molecular formula: C7H8N4O3
Method: DFT, ωB97M-V/def2-TZVPD

Values from the calculation:
HOMO energy: -9.770 eV
DFT total energy: -716.2616 a.u.
Kohn-Sham gap: 9.206 eV
Structure (SMILES): CC1(C)N=c2[nH]c(=O)[nH]c(=O)c2=NO1
Energy above the lowest of the compared OMol25 structures with the same formula, charge and spin: 0.0 kcal/mol

ORCA input file:
```
! wB97M-V def2-TZVPD RIJCOSX def2/J DEFGRID3
* xyz 0 1
C 0.004 1.342 -0.106
C 0.379 0.177 0.687
C 0.282 2.736 0.293
C 1.472 1.792 2.229
C -0.552 -1.341 -0.849
C -1.858 -1.783 -0.369
C 0.180 -2.298 -1.896
N -0.510 1.158 -1.285
N 0.237 -1.017 0.259
N 1.034 0.510 1.871
N 1.044 2.861 1.397
O -0.062 3.632 -0.416
O 2.238 2.004 3.099
O -0.844 -0.080 -1.767
H -1.740 -2.625 0.357
H -2.458 -2.123 -1.257
H -2.365 -0.942 0.155
H 1.192 -1.922 -2.178
H -0.436 -2.340 -2.828
H 0.052 -3.333 -1.516
H 1.410 -0.215 2.508
H 1.302 3.807 1.611
*
```


# 5
Molecular formula: C7H8NO3
Method: DFT, ωB97M-V/def2-TZVPD

Values from the calculation:
HOMO energy (spin up / spin down): -11.772 / -11.772 eV
DFT total energy: -551.3845 a.u.
Kohn-Sham gap (spin up / spin down): 4.575 / 4.575 eV
Energy above the lowest of the compared OMol25 structures with the same formula, charge and spin: 253.9 kcal/mol

ORCA input file:
```
! wB97M-V def2-TZVPD RIJCOSX def2/J DEFGRID3
* xyz 1 1
C -1.496 1.426 -1.053
C -1.645 1.277 0.328
C -1.322 0.312 -1.852
C -1.640 -0.003 0.740
C -1.197 -0.897 -1.272
C -1.357 -1.255 -0.008
C 1.671 -0.224 -0.045
N 3.110 0.463 0.465
O 1.973 -1.439 -0.438
O 1.446 -1.324 0.852
O -1.464 -2.422 0.618
H -1.518 2.328 -1.668
H -2.029 2.082 0.963
H -0.971 0.372 -2.905
H -1.766 -0.224 1.750
H 3.653 1.027 -0.185
H 3.551 -0.272 0.918
H 2.793 1.127 1.251
H -1.792 -2.354 1.540
*
```


# 6
Molecular formula: C7H8O
Method: DFT, ωB97M-V/def2-TZVPD

Values from the calculation:
HOMO energy: -9.649 eV
DFT total energy: -346.5689 a.u.
Kohn-Sham gap: 10.444 eV
Structure (SMILES): C#CC(O)(C=C)C=C
Energy above the lowest of the compared OMol25 structures with the same formula, charge and spin: 129.7 kcal/mol

ORCA input file:
```
! wB97M-V def2-TZVPD RIJCOSX def2/J DEFGRID3
* xyz 0 1
C 1.382 0.552 2.699
C 0.748 0.606 1.685
C 1.153 -1.442 -0.859
C -2.394 0.235 -0.650
C 1.182 -0.145 -0.744
C -1.331 0.019 0.093
C 0.028 0.652 -0.041
O -0.152 1.955 -0.375
H 1.839 0.501 3.645
H 2.046 -2.122 -1.221
H 0.310 -2.017 -0.433
H -3.316 -0.288 -0.411
H -2.471 0.986 -1.426
H 1.816 0.476 -1.387
H -1.182 -0.967 0.609
H 0.708 2.387 -0.583
*
```


# 7
Molecular formula: C7H8O
Method: DFT, ωB97M-V/def2-TZVPD

Values from the calculation:
HOMO energy: -8.775 eV
DFT total energy: -346.6569 a.u.
Kohn-Sham gap: 9.715 eV
Structure (SMILES): COc1ccccc1
Energy above the lowest of the compared OMol25 structures with the same formula, charge and spin: 74.4 kcal/mol

ORCA input file:
```
! wB97M-V def2-TZVPD RIJCOSX def2/J DEFGRID3
* xyz 0 1
C -2.588 0.185 0.240
C -0.421 -0.272 -0.382
C 0.135 1.037 -0.314
C 1.488 1.229 -0.178
C 2.320 0.160 -0.003
C 1.796 -1.114 -0.035
C 0.465 -1.343 -0.145
H -2.440 0.004 1.448
H -3.665 -0.333 0.133
H -2.726 1.157 0.067
H -0.504 1.828 -0.541
H 1.958 2.199 -0.035
H 3.447 0.079 0.507
H 2.512 -1.793 -0.083
H -0.065 -2.565 -0.145
O -1.712 -0.457 -0.535
*
```


# 8
Molecular formula: C7H8O2
Method: DFT, ωB97M-V/def2-TZVPD

Values from the calculation:
HOMO energy: -8.357 eV
DFT total energy: -421.8268 a.u.
Kohn-Sham gap: 8.412 eV
Energy above the lowest of the compared OMol25 structures with the same formula, charge and spin: 116.9 kcal/mol

ORCA input file:
```
! wB97M-V def2-TZVPD RIJCOSX def2/J DEFGRID3
* xyz 0 1
C 1.690 0.436 0.326
C 0.738 -0.811 0.605
C -0.320 -0.535 -0.371
C -1.846 -0.898 -0.196
C -2.537 0.237 -0.049
C -0.410 0.959 -0.183
C 0.746 1.581 0.085
H 2.493 -1.090 -1.094
H 2.224 0.604 1.409
H 0.321 -0.857 1.684
H 1.385 -1.630 0.429
H -0.026 -0.702 -1.369
H -2.063 -1.940 -0.378
H -3.633 0.351 -0.160
H 0.604 2.683 0.289
O 2.347 0.229 -0.836
O -1.712 1.384 -0.191
*
```


# 9
Molecular formula: C7H8O3
Method: DFT, ωB97M-V/def2-TZVPD

Values from the calculation:
HOMO energy: -8.957 eV
DFT total energy: -497.1150 a.u.
Kohn-Sham gap: 8.823 eV
Energy above the lowest of the compared OMol25 structures with the same formula, charge and spin: 93.8 kcal/mol

ORCA input file:
```
! wB97M-V def2-TZVPD RIJCOSX def2/J DEFGRID3
* xyz 0 1
C 2.817 0.798 0.001
C 1.767 0.120 -0.208
C 0.314 -1.664 0.148
C 0.218 1.426 0.071
C -0.400 -0.842 1.136
C -0.939 0.359 0.218
C -1.576 -0.108 -1.054
O 3.574 1.654 0.208
O -0.048 -2.772 -0.112
O 1.341 -1.161 -0.519
H 0.434 1.859 1.000
H 0.188 2.050 -0.761
H -1.306 -1.423 1.420
H 0.304 -0.408 1.966
H -1.636 1.057 0.705
H -0.909 -0.092 -1.963
H -2.483 0.352 -1.213
H -1.659 -1.206 -1.043
*
```


# 10
Molecular formula: C7H8O4
Method: DFT, ωB97M-V/def2-TZVPD

Values from the calculation:
HOMO energy: -9.169 eV
DFT total energy: -572.4441 a.u.
Kohn-Sham gap: 9.753 eV
Structure (SMILES): COc1coc(CO)cc1=O
Energy above the lowest of the compared OMol25 structures with the same formula, charge and spin: 36.5 kcal/mol

ORCA input file:
```
! wB97M-V def2-TZVPD RIJCOSX def2/J DEFGRID3
* xyz 0 1
C 0.948 2.775 1.801
C -0.099 1.250 0.368
C -1.339 0.727 0.323
C -0.585 -1.264 -0.608
C -1.041 -2.606 -1.143
C 0.684 -0.834 -0.610
C 1.058 0.480 -0.131
H 0.676 2.196 2.708
H 0.887 3.849 2.006
H 1.963 2.503 1.511
H -2.218 1.226 0.698
H -1.334 -3.214 -0.294
H -1.929 -2.496 -1.769
H 0.228 -2.751 -2.566
H 1.482 -1.467 -0.950
O 0.016 2.531 0.776
O -1.622 -0.500 -0.166
O 0.006 -3.298 -1.808
O 2.218 0.893 -0.146
*
```